(1)
An isolated ion of composition C2H2N3O and charge +1, computed with ωB97M-V/def2-TZVPD.

ORCA input file:
```
! RIJCOSX wB97M-V def2-TZVPD def2/J DEFGRID3
* xyz 1 1
N 2.744 0.640 -0.252
N 1.838 -0.013 -0.199
N 0.959 -0.893 -0.037
C -0.311 -0.635 0.086
C -1.242 0.595 0.153
O -2.353 0.378 -0.170
H -0.924 -1.574 0.078
H -0.711 1.502 0.341
*
```

Computed properties:
* Kohn-Sham gap: 8.4 eV
* total energy: -316.49225 hartree
* structure (SMILES): N#[N+]/N=C\C=O
* HOMO: -16.340 eV

Computed natural (NBO) charges, given in elementary charges: 0.32, 0.24, -0.23, 0.22, 0.35, -0.32, 0.26, 0.16

(2)
A single C6H10 molecule, computed with ωB97M-V/def2-TZVPD.

ORCA input file:
```
! RIJCOSX wB97M-V def2-TZVPD def2/J DEFGRID3
* xyz 0 1
C -0.795 -0.756 -1.341
C -0.427 0.738 -1.251
C 0.303 0.290 0.057
C 0.536 -1.065 -0.610
C -0.174 0.055 1.735
C 0.792 1.019 1.230
H -1.027 -1.228 -2.297
H -1.599 -0.901 -0.621
H 0.241 1.002 -2.104
H -1.201 1.507 -1.212
H 1.372 -1.128 -1.325
H 0.589 -1.905 0.079
H -0.759 0.481 2.568
H 0.212 -0.915 2.042
H 1.669 0.817 1.873
H 0.268 1.989 1.177
*
```

Computed properties:
* Kohn-Sham gap: 9.8 eV
* total energy: -234.46986 hartree
* structure (SMILES): C1CC2(C1)CC2
* HOMO: -8.594 eV

Computed natural (NBO) charges, given in elementary charges: -0.39, -0.41, 0.06, -0.42, -0.44, -0.47, 0.20, 0.21, 0.21, 0.21, 0.20, 0.21, 0.21, 0.19, 0.22, 0.22

(3)
C8H9OP as an isolated structure, computed with ωB97M-V/def2-TZVPD.

ORCA input file:
```
! RIJCOSX wB97M-V def2-TZVPD def2/J DEFGRID3
* xyz 0 1
C -2.563 -0.586 1.046
C -1.708 -1.640 1.376
C -2.058 0.646 0.652
C -0.361 -1.518 1.096
C -0.664 0.740 0.488
C 0.155 -0.285 0.826
C 1.408 2.005 -1.937
C 1.591 0.743 -1.572
O 2.870 -1.187 -0.635
P 2.332 0.255 -0.087
H -3.580 -0.625 1.349
H -2.173 -2.520 1.789
H -2.622 1.573 0.638
H 0.334 -2.324 1.449
H -0.114 1.758 0.293
H 0.892 2.211 -2.956
H 1.907 2.787 -1.589
H 1.359 -0.162 -2.314
H 2.995 -1.869 0.088
*
```

Computed properties:
* Kohn-Sham gap: 8.6 eV
* total energy: -726.71644 hartree
* HOMO: -8.305 eV

Computed natural (NBO) charges, given in elementary charges: -0.22, -0.21, -0.21, -0.28, -0.27, -0.14, -0.34, -0.61, -1.00, 1.08, 0.21, 0.21, 0.22, 0.20, 0.21, 0.20, 0.19, 0.25, 0.51

(4)
C28H76B5MnO14S7V as an isolated structure, computed with ωB97M-V/def2-TZVPD.

ORCA input file:
```
! RIJCOSX wB97M-V def2-TZVPD def2/J DEFGRID3
* xyz 0 8
Mn 3.927 -1.994 2.985
V 0.320 -1.073 0.121
B -1.610 0.295 0.674
H -1.651 1.371 0.747
H -0.944 -0.189 1.373
H -2.614 -0.014 0.920
H -1.327 0.095 -0.348
B -0.821 -2.855 0.457
H -1.281 -2.167 -0.235
H -0.666 -2.267 1.348
H -1.379 -3.751 0.681
H 0.096 -3.310 0.114
B 1.881 -1.632 1.800
H 2.631 -0.871 1.956
H 2.066 -1.978 0.795
H 2.064 -2.442 2.490
H 0.886 -1.260 1.990
B 1.504 0.769 -0.142
H 0.794 0.620 -0.941
H 2.082 1.675 -0.242
H 1.009 0.711 0.815
H 2.084 -0.135 -0.236
B 0.486 -1.696 -2.076
H 0.980 -1.159 -2.871
H -0.353 -1.102 -1.747
H 0.106 -2.585 -2.555
H 1.180 -1.848 -1.264
C 3.076 -5.262 -1.641
C 4.173 -4.419 -2.320
C 5.349 -4.205 -1.409
S 4.656 -4.393 0.305
O 4.749 -3.179 1.126
O 5.187 -5.556 1.055
C 2.957 -4.735 -0.139
H 3.304 -6.312 -1.455
H 2.122 -5.188 -2.165
H 3.715 -3.503 -2.695
H 4.405 -4.991 -3.219
H 5.705 -3.190 -1.587
H 6.213 -4.863 -1.506
H 2.401 -3.798 -0.158
H 2.428 -5.407 0.537
C -1.410 4.193 -3.208
C -2.930 4.201 -3.185
C -3.298 4.794 -1.843
S -1.912 4.389 -0.570
O -2.398 3.465 0.450
O -1.219 5.592 -0.096
C -1.037 3.497 -1.887
H -1.142 5.249 -3.188
H -0.805 3.677 -3.954
H -3.434 3.250 -3.357
H -3.453 4.712 -3.994
H -4.208 4.300 -1.501
H -3.350 5.877 -1.735
H -1.636 2.586 -1.904
H -0.044 3.205 -1.547
C -6.124 -2.525 -1.994
C -4.795 -2.905 -1.372
C -3.893 -1.639 -1.237
S -5.061 -0.183 -1.094
O -4.690 0.911 -2.097
O -5.154 0.027 0.362
C -6.647 -1.106 -1.645
H -6.907 -3.190 -1.630
H -5.984 -2.628 -3.070
H -4.369 -3.694 -1.992
H -5.074 -3.215 -0.365
H -3.094 -1.539 -1.971
H -3.313 -1.591 -0.315
H -7.029 -0.588 -2.525
H -7.289 -1.159 -0.766
C 0.762 5.030 3.340
C 0.834 4.914 4.920
C 0.481 3.502 5.382
S 0.258 2.383 3.883
O -1.176 2.386 3.542
O 1.025 1.147 3.857
C 0.965 3.670 2.739
H 1.624 5.653 3.100
H -0.165 5.592 3.226
H 0.060 5.563 5.331
H 1.771 5.280 5.338
H -0.505 3.425 5.838
H 1.238 3.049 6.022
H 0.793 3.597 1.666
H 2.028 3.438 2.801
C 5.683 2.701 -0.126
C 4.848 3.265 1.019
C 5.010 2.307 2.277
S 5.848 0.789 1.644
O 5.065 -0.365 2.033
O 7.272 0.835 1.848
C 5.681 1.173 -0.115
H 6.686 3.105 0.008
H 5.418 3.208 -1.054
H 3.816 3.398 0.694
H 5.081 4.277 1.351
H 4.060 1.860 2.569
H 5.560 2.742 3.111
H 4.664 0.968 -0.449
H 6.298 0.566 -0.777
C -1.073 -3.623 5.261
C -2.618 -3.785 5.270
C -3.199 -2.315 5.398
S -1.877 -1.196 4.873
O -1.265 -0.461 5.951
O -2.315 -0.299 3.777
C -0.725 -2.482 4.337
H -0.733 -4.563 4.829
H -0.589 -3.394 6.211
H -2.857 -4.480 6.075
H -3.091 -4.274 4.418
H -3.424 -1.902 6.381
H -3.893 -2.144 4.575
H 0.303 -2.130 4.243
H -1.067 -2.651 3.316
C -0.596 0.369 -4.988
C -0.271 0.618 -6.470
C -1.504 1.006 -7.231
S -2.941 1.220 -5.999
O -4.025 0.519 -6.628
O -3.033 2.685 -5.784
C -2.171 0.277 -4.735
H -0.192 1.093 -4.280
H -0.245 -0.547 -4.513
H 0.101 -0.333 -6.850
H 0.582 1.296 -6.491
H -1.876 0.094 -7.698
H -1.501 1.917 -7.830
H -2.553 -0.742 -4.795
H -2.523 0.597 -3.754
*
```

Computed properties:
* Kohn-Sham gap (spin up / spin down): 4.4 / 4.4 eV
* total energy: -7171.58132 hartree
* HOMO (spin up / spin down): -7.630 / -7.662 eV

Mulliken population analysis, charges in e, atoms 1 to 99: 0.80, 0.24, 0.41, -0.35, -0.18, -0.17, -0.44, 2.60, -0.93, -1.02, -0.15, -0.86, 3.86, -0.54, -0.60, -0.27, -0.96, 1.44, -0.56, -0.66, -0.45, -0.49, 2.53, -0.28, -0.84, -0.32, -0.64, -0.90, -0.55, -0.58, 0.87, -0.74, -0.70, 0.20, 0.39, 0.40, 0.23, 0.39, 0.32, 0.42, -0.98, 0.57, -0.75, -0.12, -1.01, 0.94, -0.48, -0.71, -0.07, 0.35, 0.33, -0.12, 0.61, 0.40, 0.39, -0.25, 0.48, -0.76, -0.63, 0.88, 1.19, -0.54, -0.63, -0.74, 0.37, 0.30, 0.34, 0.35, 0.01, -0.88, 0.32, 0.38, -0.78, -0.60, -0.81, 1.19, -0.60, -0.59, 0.17, 0.32, 0.33, 0.27, 0.28, 0.38, 0.36, 0.17, -0.23, -1.03, -0.33, -0.30, 0.56, -0.49, -0.61, -0.05, 0.32, 0.50, -0.01, 0.52, -0.08

Copy entry 2 word for word.
A single C6H10 molecule, computed with ωB97M-V/def2-TZVPD.

ORCA input file:
```
! RIJCOSX wB97M-V def2-TZVPD def2/J DEFGRID3
* xyz 0 1
C -0.795 -0.756 -1.341
C -0.427 0.738 -1.251
C 0.303 0.290 0.057
C 0.536 -1.065 -0.610
C -0.174 0.055 1.735
C 0.792 1.019 1.230
H -1.027 -1.228 -2.297
H -1.599 -0.901 -0.621
H 0.241 1.002 -2.104
H -1.201 1.507 -1.212
H 1.372 -1.128 -1.325
H 0.589 -1.905 0.079
H -0.759 0.481 2.568
H 0.212 -0.915 2.042
H 1.669 0.817 1.873
H 0.268 1.989 1.177
*
```

Computed properties:
* Kohn-Sham gap: 9.8 eV
* total energy: -234.46986 hartree
* structure (SMILES): C1CC2(C1)CC2
* HOMO: -8.594 eV

Computed natural (NBO) charges, given in elementary charges: -0.39, -0.41, 0.06, -0.42, -0.44, -0.47, 0.20, 0.21, 0.21, 0.21, 0.20, 0.21, 0.21, 0.19, 0.22, 0.22

Number 3 is which compound? C8H9OP

Copy entry 1 word for word.
An isolated ion of composition C2H2N3O and charge +1, computed with ωB97M-V/def2-TZVPD.

ORCA input file:
```
! RIJCOSX wB97M-V def2-TZVPD def2/J DEFGRID3
* xyz 1 1
N 2.744 0.640 -0.252
N 1.838 -0.013 -0.199
N 0.959 -0.893 -0.037
C -0.311 -0.635 0.086
C -1.242 0.595 0.153
O -2.353 0.378 -0.170
H -0.924 -1.574 0.078
H -0.711 1.502 0.341
*
```

Computed properties:
* Kohn-Sham gap: 8.4 eV
* total energy: -316.49225 hartree
* structure (SMILES): N#[N+]/N=C\C=O
* HOMO: -16.340 eV

Computed natural (NBO) charges, given in elementary charges: 0.32, 0.24, -0.23, 0.22, 0.35, -0.32, 0.26, 0.16

What is the formula in the fourth record? C28H76B5MnO14S7V